Entry 1:
Here is a structure of composition C31H51N4P2SiTc in a non-equilibrium geometry from OMol25. Energies are from wB97M-V/def2-TZVPD.

CARTESIAN COORDINATES (ANGSTROEM)
Tc -0.5032 0.4189 -0.7443
P 1.5946 -0.3612 0.1874
P -1.5093 -1.0121 0.9413
Si -1.2859 3.1463 0.6148
N 2.1554 -2.3114 1.9876
N -0.4699 -2.7200 2.7391
N -1.0138 -0.0197 -2.3495
N -0.1405 2.4679 -0.5526
C 1.3028 2.4852 -2.4770
C -2.5854 -2.4168 0.2722
C 0.5150 -3.3847 3.3827
C 0.6346 3.1643 -1.4342
C 1.1813 -1.6403 1.4263
C 3.0396 0.6516 0.9078
C -0.7817 0.8406 -4.5689
C 4.0811 -0.1886 1.6410
C 1.8755 -3.1870 2.9784
C 2.4294 -1.4170 -1.0646
C 2.1872 4.5379 -3.3554
C 2.4387 1.6849 1.8572
C -0.6174 -1.6225 -4.1409
C 2.5818 -4.7537 4.6590
C 0.2306 -4.2693 4.4276
C 2.8911 -3.8921 3.6283
C -3.7500 -1.7244 -0.4374
C 1.2574 -4.9372 5.0587
C 3.7198 1.3732 -0.2575
C -2.8264 -0.4474 -3.8960
C -3.0043 2.5629 -0.0126
C -0.7924 2.4665 2.3349
C 2.0477 3.1580 -3.4202
C -3.1319 -3.3657 1.3364
C -0.1546 -1.8693 1.7888
C 0.8406 4.5544 -1.3598
C -1.7287 -3.2029 -0.7188
C -1.5026 5.0129 0.9131
C -2.5352 -0.4668 2.3704
C -1.3053 -0.3169 -3.6938
C 1.5960 5.2198 -2.3024
H 4.5322 -0.9344 0.9903
H -3.7741 2.7713 0.7233
H 4.8716 0.4756 1.9870
H -0.7979 -4.4123 4.7198
H -2.8482 -1.3521 2.9215
H -4.3787 -1.1968 0.2784
H -3.2111 -1.3065 -3.3556
H -3.0398 -0.5827 -4.9514
H 3.9114 -3.7381 3.3120
H 2.8209 -0.8043 -1.8747
H -3.5447 -4.2402 0.8397
H -3.2658 3.1104 -0.9149
H 0.4109 5.1092 -0.5474
H 2.7549 5.0691 -4.1039
H -3.0487 1.4998 -0.2581
H 1.9263 1.1992 2.6887
H -3.4050 0.0847 2.0159
H 1.0348 -5.6123 5.8715
H 1.1950 1.4040 -2.5376
H -1.0566 -2.4862 -3.6504
H -1.7554 5.5604 0.0128
H 3.0009 1.8986 -0.8848
H 1.7371 2.3241 1.3240
H -3.3251 0.4527 -3.5460
H -0.3641 1.4673 2.2944
H -1.2070 -2.5191 -1.3925
H 1.7205 6.2890 -2.2183
H -0.9871 -3.8033 -0.1931
H -4.3688 -2.4616 -0.9444
H 2.5246 2.6075 -4.2184
H 4.2835 0.6767 -0.8740
H -0.6281 5.4718 1.3635
H 0.3034 0.8144 -4.6104
H 3.6662 -0.6983 2.5061
H -2.3533 -3.7005 2.0175
H -1.1699 0.7454 -5.5783
H -0.0588 3.1161 2.8035
H -3.9354 -2.9110 1.9107
H 3.3687 -5.2889 5.1676
H 3.2330 -1.9867 -0.6008
H -1.9622 0.1702 3.0383
H -2.3238 5.1457 1.6119
H -3.3768 -1.0038 -1.1640
H 1.6868 -2.1056 -1.4695
H 3.2240 2.3156 2.2714
H -1.6530 2.4397 2.9944
H 4.4157 2.1095 0.1413
H -0.7411 -1.7415 -5.2133
H -1.0945 1.7969 -4.1541
H 0.4440 -1.5840 -3.9099
H -2.3529 -3.8729 -1.3068

Computed properties:
* multiplicity: 2
* ⟨S²⟩: 1.11
* HOMO (alpha / beta): -9.4 / -10.3 eV
* LUMO (alpha / beta): -4.708 / -3.895 eV
* charge: +1


Entry 2:
Here is a cluster of 4 separate species, C3H12O5 in total in a non-equilibrium geometry from OMol25. Energies are from wB97M-V/def2-TZVPD.

CARTESIAN COORDINATES (ANGSTROEM)
O -0.4460 -1.3795 -1.0689
O -0.9598 0.3657 1.4762
O 3.1866 1.1838 0.4583
O 1.0156 1.0955 -0.7064
O 3.2688 -1.3584 0.6231
C -2.2363 0.4727 0.8278
C -2.1240 0.2049 -0.6074
C -1.8251 -1.1134 -1.1846
H -0.4566 -0.3549 1.0639
H 0.0125 -0.5157 -1.1107
H 3.5063 -0.3792 0.5665
H -2.6948 1.4333 1.0347
H 2.8838 -1.5008 1.4935
H -2.2455 1.0393 -1.2870
H 2.0101 1.1268 -0.3826
H 3.9272 1.7529 0.2367
H -2.1532 -1.0852 -2.2307
H -2.8508 -0.2630 1.3652
H -2.3419 -1.9416 -0.6927
H 0.5231 1.2167 0.1252

Computed properties:
* ΔE to the lowest compared entry with this formula, charge and spin: 678.52 kJ/mol
* HOMO: -8.2 eV
* LUMO: -4.733 eV
* charge: 0


Entry 3:
Here is a structure of composition C3H4Br2Cl2 in a non-equilibrium geometry from OMol25. Energies are from wB97M-V/def2-TZVPD.

CARTESIAN COORDINATES (ANGSTROEM)
Br -2.1256 1.9300 -0.1187
Br -3.8531 -0.6133 0.4589
Cl -0.9477 -2.3996 0.1532
Cl -1.7402 -0.7055 -2.1777
C 0.3607 -0.0837 -0.4273
C -1.0283 -0.7159 -0.4161
C -2.0258 0.0633 0.4426
H -1.5919 0.1427 1.3553
H 0.4511 0.7709 -0.9871
H 0.9745 -0.8886 -0.8326
H 0.7634 0.1046 0.5018

Computed properties:
* ΔE to the lowest compared entry with this formula, charge and spin: 0.00 kJ/mol
* HOMO: -10.2 eV
* LUMO: 0.311 eV
* charge: 0


Entry 4:
Here is a cluster of 2 separate species, C2H7O2PS in total in a non-equilibrium geometry from OMol25. Energies are from wB97M-V/def2-TZVPD.

CARTESIAN COORDINATES (ANGSTROEM)
S 4.2872 -2.0482 2.0055
P -1.3159 -0.0387 0.6175
O -0.7611 -0.7697 1.7752
O -0.0616 0.4003 -0.2478
C -2.7840 -0.0682 -0.1905
C -0.0778 1.0072 -1.5437
H -0.8926 0.4806 -2.1144
H -3.6114 -0.4378 0.3387
H 0.8758 1.0196 -2.0943
H -0.4299 2.0997 -1.4379
H 4.7212 -0.7517 1.7987
H -2.9221 0.7439 -0.8120
H 2.9722 -1.6371 1.9049

Computed properties:
* ΔE to the lowest compared entry with this formula, charge and spin: 135.39 kJ/mol
* HOMO: -9.5 eV
* LUMO: -0.073 eV
* charge: 0